*one*
Computed, not measured: a gas-phase ion, C6H9N4 (charge +1), with ωB97M-V/def2-TZVPD.

The value obtained for the molecular weight is 137.17 g mol⁻¹. The value obtained for the LUMO energy (spin up / spin down) is -3.82 / -5.50 eV. Its total charge is +1. As for the HOMO-LUMO gap (spin up / spin down): 6.7 / 8.5 eV. Its spin multiplicity is 3.

The geometry in XYZ format:
```
19
C6H9N4 (ωB97M-V/def2-TZVPD)
N -0.62452 0.30967 1.79251
N 0.52189 2.21994 1.21997
N 0.09347 -0.75847 -1.21629
N -0.75268 0.34577 -1.47354
C 0.19969 2.06090 -0.00735
C -0.69507 1.33766 -0.74780
C -0.28538 -1.75083 -0.51525
C 1.18632 -0.84699 -2.25411
C -0.63203 -2.46782 0.49822
C -0.07576 1.33737 2.25104
H 1.26395 2.87186 1.49226
H 0.59917 -1.14286 -3.14435
H -1.17779 -0.18801 2.42591
H -1.55188 2.00615 -1.09602
H -0.15399 -2.11312 1.42480
H -1.42345 -3.30770 0.53317
H 1.94367 -1.62518 -2.16156
H 0.00830 1.53895 3.35217
H 1.55608 0.17272 -2.37379
```

Mulliken population analysis, charges in e, atoms 1 to 8: -0.47 -0.21 0.39 -0.58 -0.03 0.16 0.62 -0.78

*two*
Computed, not measured: a gas-phase ion, C6H9N4 (charge +1), with ωB97M-V/def2-TZVPD.

The value obtained for the molecular weight is 137.17 g mol⁻¹. The value obtained for the LUMO energy (spin up / spin down) is -4.12 / -8.30 eV. Its total charge is +1. As for the HOMO-LUMO gap (spin up / spin down): 7.0 / 5.6 eV. Its spin multiplicity is 3.

The geometry in XYZ format:
```
19
C6H9N4 (ωB97M-V/def2-TZVPD)
N -0.32475 0.17219 -0.59565
N -2.01654 -1.92941 1.31369
N 0.34228 -1.73658 1.71195
N -0.93479 -1.37475 1.25668
C -0.39521 -0.00782 0.86652
C -1.50139 0.61868 -1.34483
C 0.91501 -0.63827 1.20508
C 2.08821 0.70916 -0.26538
C 2.14306 -0.15350 0.78822
C 0.79182 0.99999 -0.98497
H -1.88225 -2.90229 1.47864
H -0.92273 0.79408 1.43778
H 3.01850 -0.71874 1.21383
H -1.97693 1.60291 -1.02573
H -2.22884 -0.25736 -1.22675
H -1.28865 0.72207 -2.36424
H 0.22851 1.99916 -0.86886
H 1.06089 0.78631 -1.97666
H 2.88378 1.31417 -0.61933
```

Mulliken population analysis, charges in e, atoms 1 to 8: 0.06 -0.84 -0.71 0.99 0.33 -0.92 0.14 -0.68

Bottom line: *two*, by a margin of 0.375 eV.

*one*
Computed, not measured: 3 unconnected molecules or ions with the total composition C4H12O2, with ωB97M-V/def2-TZVPD.

The value obtained for the molecular weight is 92.14 g mol⁻¹. The value obtained for the LUMO energy is 0.74 eV. The SMILES is C=C(C)C.O.O. As for the HOMO-LUMO gap: 9.4 eV. Its spin multiplicity is 1.

The geometry in XYZ format:
```
18
C4H12O2 (ωB97M-V/def2-TZVPD)
O -3.37716 -1.27937 -0.87785
O 2.87446 -1.85930 -0.27742
C 0.75197 1.58563 -0.52581
C -0.05489 0.66294 0.32590
C -0.20576 0.95278 1.80330
C -0.52172 -0.49580 -0.11604
H 0.63304 0.51043 2.33114
H 3.30778 -2.73701 -0.31546
H 3.63166 -1.43264 -0.70369
H -2.87929 -0.71282 -1.48205
H -1.16097 0.56943 2.14847
H -4.23951 -1.26848 -1.31322
H 0.38696 2.60950 -0.47447
H -0.23847 -0.94981 -1.06534
H -1.33252 -1.01255 0.38447
H 1.81152 1.49642 -0.27839
H -0.09277 2.01711 2.02753
H 0.70567 1.34354 -1.59106
```

Mulliken population analysis, charges in e, atoms 1 to 8: -0.61 -0.60 -1.29 1.24 -1.22 -1.37 0.26 0.30

*two*
Computed, not measured: 3 unconnected molecules or ions with the total composition C4H12O2, with ωB97M-V/def2-TZVPD.

The value obtained for the molecular weight is 92.14 g mol⁻¹. The value obtained for the LUMO energy is 0.80 eV. The SMILES is C/C=C/C.O.O. As for the HOMO-LUMO gap: 10.0 eV. Its spin multiplicity is 1.

The geometry in XYZ format:
```
18
C4H12O2 (ωB97M-V/def2-TZVPD)
O -6.76763 1.50475 0.69470
O 5.70555 -4.80111 0.35807
C -0.53606 1.13663 1.35349
C 1.30171 0.59495 -2.05997
C 0.51915 0.94248 0.29047
C 0.21041 0.82284 -0.98321
H -6.52299 0.97500 1.45739
H -0.77266 0.15791 1.78607
H 5.27232 -3.94290 0.44742
H 0.93531 1.19589 -2.88135
H 1.40723 -0.46228 -2.27585
H 1.55390 0.81556 0.59479
H 2.20936 0.96655 -1.58251
H -0.74103 1.11584 -1.39491
H -0.07181 1.65923 2.18491
H -1.36814 1.79385 1.08857
H -7.29766 0.85059 0.21857
H 4.96305 -5.32579 0.70334
```

Mulliken population analysis, charges in e, atoms 1 to 8: -0.64 -0.63 -1.11 -0.97 -0.19 -0.09 0.32 0.26

Bottom line: *one*, by a margin of 0.119 eV.

*one*
Computed, not measured: 3 unconnected molecules or ions with the total composition C4H12O2, with ωB97M-V/def2-TZVPD.

The value obtained for the molecular weight is 92.14 g mol⁻¹. The value obtained for the LUMO energy is 0.74 eV. The SMILES is C/C=C/C.O.O. As for the HOMO-LUMO gap: 10.1 eV. Its spin multiplicity is 1.

The geometry in XYZ format:
```
18
C4H12O2 (ωB97M-V/def2-TZVPD)
O 1.67623 1.02941 -2.67096
O -1.38270 0.07953 2.60942
C 1.35964 -0.70006 1.27498
C -0.52213 0.20084 -0.19112
C -1.54045 0.13413 -1.28873
C 0.36631 -0.74150 0.13963
H 2.51012 0.70500 -2.29475
H 1.07992 0.40936 -2.22621
H -1.03562 0.30829 -2.23349
H -1.79217 -0.12341 3.45227
H -0.60578 1.13699 0.40339
H 1.30411 0.14247 1.93376
H 1.09031 -1.57078 1.88579
H -2.35620 0.81895 -1.14548
H -1.28676 -0.78420 2.17823
H -2.03885 -0.87284 -1.32405
H 0.35309 -1.69274 -0.39857
H 2.37086 -0.88762 0.92629
```

Mulliken population analysis, charges in e, atoms 1 to 8: -0.63 -0.59 -1.19 0.09 -1.02 -0.26 0.33 0.30

*two*
Computed, not measured: 2 unconnected molecules or ions with the total composition C4H12O2, with ωB97M-V/def2-TZVPD.

The value obtained for the molecular weight is 92.14 g mol⁻¹. The value obtained for the LUMO energy is 0.79 eV. The SMILES is CC[C@@H](C)O.O. As for the HOMO-LUMO gap: 11.2 eV. Its spin multiplicity is 1.

The geometry in XYZ format:
```
18
C4H12O2 (ωB97M-V/def2-TZVPD)
O 1.82209 0.09932 -1.25697
O -3.43703 -1.28496 0.98996
C 1.17725 -0.04212 0.04399
C 1.10921 -1.52602 0.43424
C -0.07854 2.13123 -0.41437
C -0.15041 0.66564 0.03832
H 0.06768 -1.83833 0.56633
H 2.72404 0.36041 -1.07622
H -0.86947 0.10502 -0.56436
H -0.50762 0.66109 1.07263
H -1.07739 2.54508 -0.50680
H -3.58423 -0.46908 1.49345
H 0.40342 2.71643 0.37596
H 1.62292 -1.69987 1.37468
H 1.89325 0.48327 0.69461
H 0.54670 2.24636 -1.29833
H 1.55631 -2.08719 -0.38048
H -2.93437 -0.99582 0.22188
```

Mulliken population analysis, charges in e, atoms 1 to 8: -0.58 -0.64 0.19 -1.15 -1.33 -0.31 0.25 0.33

Bottom line: *two*, by a margin of 0.482 eV.

*one*
Computed, not measured: C4H7N3O2 in the gas phase, with ωB97M-V/def2-TZVPD.

The value obtained for the molecular weight is 129.12 g mol⁻¹. The value obtained for the LUMO energy is 0.02 eV. The SMILES is O=[N+]([O-])CC1=NCCN1. As for the HOMO-LUMO gap: 9.0 eV. Its spin multiplicity is 1.

The geometry in XYZ format:
```
16
C4H7N3O2 (ωB97M-V/def2-TZVPD)
O -3.31463 -0.72636 -0.84889
O -2.49848 1.20903 -0.04309
N -2.61797 0.08956 -0.12142
N 0.16052 0.85164 0.16184
N 0.94087 -1.33387 -0.12472
C 2.15719 -0.48237 -0.40966
C -1.51323 -0.77937 0.76538
C -0.05273 -0.52932 0.11003
C 1.62476 1.03908 -0.30761
H 1.77082 1.50822 -1.21529
H -1.46697 -0.28653 1.76758
H 2.68646 -0.86203 0.53788
H 2.23074 1.38291 0.70006
H -2.12879 -1.77237 0.42837
H -0.65389 1.40610 -0.03533
H 2.67533 -0.71431 -1.36512
```

Mulliken population analysis, charges in e, atoms 1 to 8: -0.55 -0.55 0.84 -0.20 -0.60 -0.37 -0.48 0.36

*two*
Computed, not measured: C4H7N3O2 in the gas phase, with ωB97M-V/def2-TZVPD.

The value obtained for the molecular weight is 129.12 g mol⁻¹. The value obtained for the LUMO energy is 0.51 eV. The SMILES is CNn1nc(O)cc1O. As for the HOMO-LUMO gap: 9.0 eV. Its spin multiplicity is 1.

The geometry in XYZ format:
```
16
C4H7N3O2 (ωB97M-V/def2-TZVPD)
O -1.14067 1.87206 -0.19234
O 2.97687 -0.65451 0.02748
N 0.73505 -1.12135 -0.15430
N -1.64042 -0.93876 -0.51674
N -0.40496 -0.37762 -0.14658
C -0.22059 0.89802 0.04780
C 1.18242 1.04988 0.21995
C 1.69769 -0.22645 0.08718
C -2.61033 -0.79984 0.56140
H -3.63521 -0.98354 0.19962
H -2.61701 0.15648 0.99414
H -1.90971 -0.57820 -1.46121
H 1.76037 1.93431 0.45434
H -2.32682 -1.60116 1.26477
H 3.59576 0.15372 0.27724
H -0.67985 2.71241 -0.18458
```

Mulliken population analysis, charges in e, atoms 1 to 8: -0.51 -0.51 -1.13 -0.70 1.09 0.51 -0.67 0.56

*three*
Computed, not measured: 2 unconnected molecules or ions with the total composition C4H7N3O2, with ωB97M-V/def2-TZVPD.

The value obtained for the molecular weight is 129.12 g mol⁻¹. The value obtained for the LUMO energy (spin up / spin down) is -0.86 / -0.86 eV. As for the HOMO-LUMO gap (spin up / spin down): 8.5 / 8.5 eV. Its spin multiplicity is 1.

The geometry in XYZ format:
```
16
C4H7N3O2 (ωB97M-V/def2-TZVPD)
O 0.07618 -1.51410 -0.71556
O 0.45667 -1.43196 1.44769
N -0.87942 0.98532 -1.25836
N -0.78291 2.15439 -0.62676
N -0.64257 4.89555 1.28066
C -0.66830 3.77095 1.04885
C 1.22996 -3.35003 0.22864
C 0.62496 -1.95081 0.39196
C -0.63848 2.41459 0.69998
H -0.65906 1.50919 1.25280
H 0.40190 -3.86807 -0.04297
H -0.84454 1.01605 -2.26269
H 1.94704 -3.32929 -0.55403
H -0.79326 3.06383 -1.26555
H -0.47207 -0.61694 -0.79662
H 1.64391 -3.74865 1.17196
```

Mulliken population analysis, charges in e, atoms 1 to 8: -0.48 -0.55 -0.87 0.24 -0.36 0.10 -1.05 0.76

Bottom line: *two*, by a margin of 0.424 eV.